{"formula": "C24H33Si", "method": "the ωB97M-V functional and the def2-TZVPD basis", "species": ["C", "C", "C", "C", "Si", "C", "C", "C", "H", "H", "H", "H", "H", "H", "H", "H", "H", "H", "H", "H", "H", "H", "H", "H", "C", "C", "C", "C", "C", "C", "C", "C", "C", "C", "C", "C", "C", "C", "C", "C", "C", "H", "H", "H", "H", "H", "H", "H", "H", "H", "H", "H", "H", "H", "H", "H", "H", "H"], "coordinates": [[-3.8170, 0.0824, 2.4502], [-2.5127, 0.2472, 1.7042], [-1.6966, -0.8609, 2.0851], [-0.3201, -1.0130, 1.6626], [1.0755, -0.2211, 2.7753], [2.7529, -0.4801, 1.9142], [0.8191, 1.6493, 2.9900], [1.1390, -1.0834, 4.4539], [-4.5904, 0.6979, 1.9851], [-4.1797, -0.9544, 2.3390], [-3.8991, 0.3380, 3.5257], [-1.8675, 1.2211, 1.8386], [-2.0648, -1.5114, 2.8913], [-0.0266, -2.0683, 1.6388], [-0.2012, -0.5014, 0.7178], [3.5358, 0.0564, 2.4785], [2.9907, -1.5605, 1.8961], [2.7213, -0.0939, 0.8767], [1.6466, 2.0465, 3.6090], [0.8349, 2.1724, 2.0129], [-0.1391, 1.8571, 3.5007], [1.8830, -0.5779, 5.1019], [0.1465, -1.0488, 4.9351], [1.4413, -2.1360, 4.3074], [1.1525, 1.6654, -3.3856], [-0.0588, 1.7094, -2.5323], [-0.0203, 2.2977, -1.2617], [-1.1374, 2.2917, -0.4162], [-2.2515, 1.4905, -0.7183], [-3.2829, 1.1522, 0.3535], [-4.6426, 0.7901, -0.1848], [-5.8374, 1.2151, 0.4044], [-7.1372, 0.9759, -0.1796], [-8.3182, 1.1919, 0.5761], [-9.5683, 0.9174, 0.0322], [-9.6644, 0.4528, -1.2825], [-11.0110, 0.2095, -1.8837], [-8.5123, 0.2118, -2.0484], [-7.2643, 0.4654, -1.5022], [-2.3177, 0.9218, -2.0046], [-1.2205, 1.0032, -2.8850], [0.9181, 1.2988, -4.3872], [1.4959, 2.6934, -3.4967], [2.0146, 1.0885, -3.0066], [0.9230, 2.7760, -0.9589], [-1.0522, 2.8279, 0.5274], [-3.4706, 2.2215, 0.8249], [-4.5947, 0.2075, -1.0944], [-5.8782, 1.6934, 1.4305], [-8.2358, 1.5350, 1.5994], [-10.4789, 1.1589, 0.5652], [-10.9062, -0.1281, -2.9151], [-11.5105, -0.5740, -1.3136], [-11.6375, 1.1047, -1.8512], [-8.5834, -0.0740, -3.0966], [-6.3657, 0.2584, -2.1074], [-3.1737, 0.2959, -2.3149], [-1.2490, 0.5102, -3.8799]], "forces_ev_per_a": [[-1.7457, 0.6148, 1.4731], [-1.1616, 1.9760, 0.8264], [2.0709, 0.6443, -0.9592], [-1.1785, -0.2199, 0.1535], [1.4014, 0.7359, 0.8397], [-0.7476, -0.2387, -0.2397], [-0.3573, -0.3526, -0.2787], [-0.2716, 0.0474, -0.3902], [0.5108, -0.6274, 0.8468], [0.2276, 0.3348, -0.0468], [0.7253, -0.2411, -0.3521], [-0.8585, -1.9328, 0.2693], [-0.1146, -0.0253, -0.6400], [0.0794, 0.0894, 0.0365], [0.3320, 0.0816, -0.4708], [-0.3492, -0.2270, -0.2140], [0.0531, 0.5238, -0.0797], [0.1716, -0.2113, 0.4792], [-0.4134, -0.2197, -0.2648], [-0.0215, -0.2085, 0.5095], [0.4239, 0.1074, -0.1630], [-0.4253, -0.2920, -0.3270], [0.4470, -0.0924, 0.0425], [-0.1415, 0.4013, 0.2273], [0.5809, 0.5018, -0.7012], [-0.6819, -1.3940, 1.0102], [-0.2391, 0.5133, -0.1332], [0.6747, -0.7179, -0.1979], [0.0134, -0.6759, -0.6420], [0.0438, 3.4587, -1.1494], [-0.7199, 0.4459, 1.7228], [1.9617, -0.6624, -0.4628], [-1.0784, -0.5671, -0.6607], [0.4824, -0.3215, -0.5810], [0.6771, 0.2612, -0.5121], [0.0599, 0.0012, -0.2174], [-0.0706, -0.1362, -0.0520], [0.2404, 0.5554, 0.5374], [0.2123, 0.0900, 0.3728], [0.6094, -0.6269, -0.1085], [-0.2674, 0.3887, -0.1997], [0.0455, -0.0286, 0.1123], [0.2683, 0.0378, -0.1751], [-0.5854, 0.1025, 0.1364], [-0.6097, 0.0294, -0.0270], [-0.1682, -0.1635, 0.0233], [0.6146, -2.4563, 0.1057], [-0.5627, 0.0033, 0.1712], [0.2787, -0.2488, -1.5034], [0.0170, 0.1551, 0.0102], [0.0560, -0.1773, 0.1703], [-0.1690, 0.0657, 0.0454], [-0.1789, -0.0146, -0.0700], [0.0564, -0.0930, -0.0355], [-0.1231, -0.1581, 0.3021], [-0.5958, 0.2846, 0.3635], [0.6425, 0.5132, 0.2286], [-0.1418, 0.3661, 0.8391]], "nbo_charge": [-0.622, -0.410, 0.264, -0.902, 1.648, -1.104, -1.124, -1.122, 0.235, 0.222, 0.226, 0.329, 0.225, 0.292, 0.279, 0.260, 0.248, 0.245, 0.267, 0.244, 0.238, 0.264, 0.239, 0.250, -0.641, -0.003, -0.205, -0.210, -0.104, -0.124, -0.267, -0.121, -0.049, -0.166, -0.223, 0.033, -0.637, -0.208, -0.180, -0.132, -0.214, 0.227, 0.230, 0.231, 0.220, 0.211, 0.238, 0.212, 0.214, 0.211, 0.224, 0.220, 0.231, 0.231, 0.222, 0.207, 0.204, 0.225], "molar_mass_da": 349.61, "lumo_energy_ev": -5.1, "total_charge": 1, "gap_ev": 5.59, "energy_ev": -33291.88399}